Here is 2 unconnected molecules or ions with the total composition C4H5NO2 at a distorted geometry from the Open Molecules 2025 dataset. Energies are from wB97M-V/def2-TZVPD.

Properties
Gap between HOMO and LUMO: 0.305 Eh
Energy above the lowest of the compared OMol25 structures with the same formula, charge and spin: 506.9 kJ/mol
LUMO energy: -0.652 eV
Net charge: 0
Structure (SMILES): C=C=C=O.C=NO
HOMO energy: -9.0 eV

Element x y z (Å)
C (-0.37016, 1.12160, 1.93809)
C (0.92151, 1.24364, 1.87054)
C (-1.58793, 1.53080, 1.71590)
C (1.05732, -1.87755, -1.21240)
N (0.17885, -1.00898, -1.41304)
O (-0.12878, -0.74189, -2.75674)
O (2.10169, 1.02794, 1.80778)
H (-1.70773, 2.33937, 0.99832)
H (-2.49349, 0.95995, 2.08294)
H (1.67078, -2.34881, -2.08900)
H (1.34110, -2.01357, -0.17643)
H (-0.98316, -0.23250, -2.76595)

Löwdin population analysis, charges in e, atoms 1 to 8:
1. C -0.10
2. C -0.19
3. C 0.01
4. C -0.06
5. N -0.11
6. O -0.10
7. O 0.11
8. H 0.07

=====

Here is a single C4H5NO2 molecule at a distorted geometry from the Open Molecules 2025 dataset. Energies are from wB97M-V/def2-TZVPD.

Properties
Gap between HOMO and LUMO: 0.326 Eh
Energy above the lowest of the compared OMol25 structures with the same formula, charge and spin: 256.3 kJ/mol
LUMO energy: -0.992 eV
Net charge: 0
Structure (SMILES): CC(=O)/N=C\C=O
HOMO energy: -9.9 eV

Element x y z (Å)
C (1.27263, 0.14835, -0.63330)
C (2.20126, 0.38659, 0.48036)
C (-1.17131, 0.63375, -0.15919)
C (-1.74683, -0.83116, 0.16139)
N (0.04178, 0.39505, -0.56043)
O (-1.88155, 1.61212, -0.12755)
O (2.08352, 0.28301, 1.64428)
H (1.62077, -0.02975, -1.68711)
H (3.16492, 0.83020, -0.00638)
H (-2.82435, -0.87009, 0.29030)
H (-1.33449, -1.41857, -0.59787)
H (-1.42636, -1.13949, 1.19549)

Löwdin population analysis, charges in e, atoms 1 to 8:
1. C -0.06
2. C -0.27
3. C -0.52
4. C 0.02
5. N 0.16
6. O 0.07
7. O 0.12
8. H 0.14

=====

Here is a molecular structure, C4H5NO2 at a distorted geometry from the Open Molecules 2025 dataset. Energies are from wB97M-V/def2-TZVPD.

Properties
Gap between HOMO and LUMO: 0.381 Eh
Energy above the lowest of the compared OMol25 structures with the same formula, charge and spin: 261.6 kJ/mol
LUMO energy: 0.934 eV
Net charge: 0
HOMO energy: -9.4 eV

Element x y z (Å)
N (-0.64785, 1.36053, 0.84003)
C (-0.23177, 0.24843, 0.07103)
C (-0.44775, -1.21475, 0.32146)
C (0.93860, -0.66619, 0.22321)
O (1.35886, -0.58942, -1.13263)
C (0.36797, 0.34461, -1.34302)
O (0.25929, 1.05496, -2.29057)
H (-1.63022, 1.32933, 1.07944)
H (-0.45344, 2.22545, 0.34514)
H (-0.23072, -1.70539, 1.24374)
H (-0.86935, -1.81883, -0.47192)
H (1.63317, -0.58597, 1.05273)

Löwdin population analysis, charges in e, atoms 1 to 8:
1. N 0.11
2. C -0.34
3. C 0.01
4. C -0.20
5. O 0.08
6. C -0.40
7. O 0.16
8. H 0.09

=====

Here is 2 unconnected molecules or ions with the total composition C4H5NO2 at a distorted geometry from the Open Molecules 2025 dataset. Energies are from wB97M-V/def2-TZVPD.

Properties
Gap between HOMO and LUMO: 0.386 Eh
Energy above the lowest of the compared OMol25 structures with the same formula, charge and spin: 649.2 kJ/mol
LUMO energy: -0.130 eV
Net charge: 0
Structure (SMILES): C=C[N+](=O)[O-].C#C
HOMO energy: -10.6 eV

Element x y z (Å)
C (0.52895, -0.19084, 2.00546)
C (1.60982, 0.03635, 1.58727)
C (-0.66007, 0.71938, -2.38811)
C (0.08850, 0.27753, -1.36602)
N (1.48349, 0.60191, -1.36133)
O (1.75978, 1.73960, -1.64988)
O (2.30867, -0.22407, -1.19877)
H (-0.37162, -0.54282, 2.44777)
H (2.43512, 0.12752, 1.00379)
H (-1.63041, 0.23990, -2.44284)
H (-0.35085, 1.32943, -3.11908)
H (-0.26107, -0.28272, -0.53449)

Löwdin population analysis, charges in e, atoms 1 to 8:
1. C 0.01
2. C 0.01
3. C 0.11
4. C -0.06
5. N -0.46
6. O 0.08
7. O 0.08
8. H 0.03

=====

- What is the LUMO energy in the fourth record?
  -0.130 eV

=====

- Which value of net charge does entry 1 give?
  0